No. 1
# C3H5NS2

C3H5NS2 in the gas phase (the ωB97M-V functional and the def2-TZVPD basis, the OMol25 dataset).

Last column: Mulliken charge in e.
Element x y z (Å)
C -0.13458 1.30778 1.70755  0.10
C 0.16987 1.13394 0.39322  -0.52
C 0.28442 0.09580 -0.47749  0.30
H -0.03987 -0.20530 3.34556  0.24
H -0.28064 -0.81700 1.53745  0.17
H -0.09901 2.19640 2.43988  0.32
H 0.80264 1.91830 -0.06778  0.25
H -1.85987 -0.89631 0.65148  0.22
N -0.41485 -0.03849 2.28337  -0.47
S -1.00709 -1.32280 -0.27082  -0.36
S 1.16099 0.25082 -1.83105  -0.26

Calculated total energy = -26349.5125 eV
HOMO = -8.446 eV
ΔE to the lowest compared entry with this formula, charge and spin = 74.3 kcal per mole
Gap between HOMO and LUMO = 7.5 eV

---

No. 2
# C3H5NSi

2 unconnected molecules or ions with the total composition C3H5NSi (the ωB97M-V functional and the def2-TZVPD basis, the OMol25 dataset).

Last column: Mulliken charge in e.
Element x y z (Å)
C -3.00173 -0.35332 -0.15959  0.21
C 1.39454 -0.46752 -0.05483  -0.27
C 0.33324 -1.16007 0.24483  -0.55
N -3.38696 -1.32571 -0.63805  -0.39
Si -1.85020 0.98526 0.41033  0.27
H 2.37019 -0.97429 -0.51374  0.23
H 1.49192 0.49647 0.48758  0.22
H -0.26956 -1.96917 -0.10148  0.37
H -2.21603 1.89445 1.51320  -0.05
H -1.52080 1.74454 -0.85300  -0.04

Calculated total energy = -12554.4094 eV
HOMO (alpha / beta) = -8.926 / -8.417 eV
ΔE to the lowest compared entry with this formula, charge and spin = 92.0 kcal per mole
Gap between HOMO and LUMO (alpha / beta) = 7.6 / 7.9 eV

---

No. 3
# C3H5O2

A gas-phase ion, C3H5O2 (charge -1) (the ωB97M-V functional and the def2-TZVPD basis, the OMol25 dataset).

Last column: Mulliken charge in e.
Element x y z (Å)
O 1.52654 -0.51462 1.80795  -0.73
C 1.16864 -0.49987 0.58632  0.42
O 1.87176 -0.31334 -0.52715  -0.75
C -0.28365 -0.38209 0.35674  -0.16
C -0.70740 0.65108 -0.58996  -1.00
H -0.61834 -1.39031 0.04038  0.17
H -0.79452 -0.16604 1.28345  0.24
H -1.72082 0.61612 -1.00683  0.36
H -0.23996 1.70607 -0.43331  0.22
H -0.20226 0.29301 -1.51758  0.24

Calculated total energy = -7287.7036 eV
Total charge = -1
HOMO = -3.842 eV
ΔE to the lowest compared entry with this formula, charge and spin = 19.0 kcal per mole
Gap between HOMO and LUMO = 8.3 eV

---

No. 4
# C3H5O2

A gas-phase ion, C3H5O2 (charge +1) (the ωB97M-V functional and the def2-TZVPD basis, the OMol25 dataset).

Last column: Mulliken charge in e.
Element x y z (Å)
C 0.05568 -1.49924 -0.68275  0.17
C -0.35534 0.80197 0.76669  -0.87
C 0.41687 0.88108 -0.39941  0.29
O -1.08094 -1.74651 -0.37543  -0.30
O 0.49556 -0.15852 -1.11869  -0.20
H 0.91550 -2.06474 -0.55988  0.45
H 0.34021 0.02005 1.07064  0.33
H -1.38517 0.38640 0.52687  0.35
H -0.48144 1.71497 1.39527  0.34
H 1.07907 1.66453 -0.62332  0.44

Calculated total energy = -7276.8897 eV
Total charge = +1
HOMO = -17.264 eV
ΔE to the lowest compared entry with this formula, charge and spin = 42.3 kcal per mole
Gap between HOMO and LUMO = 10.8 eV